DFT (wB97M-V/def2-TZVPD) results for a 9-piece molecular cluster, C17H39N5O22 overall.

The geometry in XYZ format:
```
83
C17H39N5O22 wB97M-V/def2-TZVPD
C 6.560 -1.967 2.966
N 5.326 -1.590 3.707
O 4.375 -1.319 3.018
O 5.219 -1.773 4.923
H 7.080 -1.009 2.979
H 6.280 -2.324 1.975
H 7.087 -2.673 3.608
C 7.184 1.025 -2.947
N 8.646 0.930 -2.588
O 9.011 0.820 -1.408
O 9.408 1.072 -3.554
H 6.907 2.011 -3.320
H 6.656 0.725 -2.042
H 7.027 0.385 -3.815
C -0.447 4.228 -7.065
N 0.170 3.212 -6.243
O 0.260 2.086 -6.598
O 0.637 3.547 -5.170
H -0.545 3.964 -8.118
H 0.455 4.840 -7.034
H -1.317 4.671 -6.581
C 1.491 0.302 -0.993
N 0.619 -0.917 -0.825
O -0.526 -0.692 -0.535
O 1.162 -1.986 -0.889
H 2.443 0.282 -0.463
H 0.886 1.165 -0.715
H 1.597 0.206 -2.073
C 7.355 4.917 -0.058
N 6.432 4.605 1.081
O 6.562 5.091 2.149
O 5.530 3.745 0.833
H 8.090 4.120 0.052
H 7.670 5.938 0.161
H 6.718 4.945 -0.942
C -1.561 5.198 3.595
O -2.574 6.036 3.045
C -3.809 6.088 3.628
O -4.148 5.554 4.692
O -4.653 6.847 2.759
C -5.969 7.182 3.182
H -0.618 5.653 3.294
H -1.524 4.228 3.099
H -1.703 4.999 4.657
H -6.298 6.693 4.099
H -6.696 6.778 2.478
H -6.036 8.257 3.351
C 1.984 -4.014 -5.413
O 3.152 -4.289 -4.637
C 3.187 -5.463 -4.066
O 2.279 -6.281 -4.023
O 4.388 -5.595 -3.519
C 4.661 -6.589 -2.606
H 1.315 -4.833 -5.678
H 2.252 -3.446 -6.304
H 1.345 -3.241 -4.986
H 5.677 -6.978 -2.675
H 4.010 -7.460 -2.537
H 4.575 -6.179 -1.599
C -3.787 -5.803 -0.468
O -3.475 -6.730 0.516
C -4.046 -6.622 1.709
O -4.924 -5.792 2.041
O -3.380 -7.383 2.600
C -4.133 -7.758 3.806
H -3.046 -5.018 -0.317
H -4.812 -5.485 -0.279
H -3.610 -6.226 -1.457
H -5.200 -7.946 3.681
H -4.147 -6.978 4.568
H -3.682 -8.640 4.260
C -6.150 0.238 2.268
O -7.248 0.727 3.046
C -7.984 1.775 2.669
O -7.713 2.631 1.890
O -9.034 1.813 3.485
C -10.137 2.614 3.174
H -5.429 1.038 2.097
H -6.451 -0.153 1.296
H -5.578 -0.577 2.712
H -11.021 2.053 3.477
H -10.138 2.970 2.143
H -10.117 3.526 3.771
```

Properties
total charge	0
relative energy (zero: lowest compared OMol25 entry of this formula, charge and spin)	84.8	kcal/mol
HOMO energy	-0.387	Ha
max |F|	0.090	hartree/bohr
SMILES string	C[N+](=O)[O-].C[N+](=O)[O-].C[N+](=O)[O-].C[N+](=O)[O-].C[N+](=O)[O-].COC(=O)OC.COC(=O)OC.COC(=O)OC.COC(=O)OC

Mulliken population analysis, charges in e, atoms 1 to 6: atom 1 (C): -0.72, atom 2 (N): 0.86, atom 3 (O): -0.50, atom 4 (O): -0.52, atom 5 (H): 0.29, atom 6 (H): 0.29


DFT (wB97M-V/def2-TZVPD) results for C2H6NO2S as an isolated structure.

The geometry in XYZ format:
```
12
C2H6NO2S wB97M-V/def2-TZVPD
C -0.795 -0.626 0.163
C 2.403 0.223 -0.291
N 1.249 0.660 -0.133
O -2.053 -0.273 -0.086
O -0.646 -1.860 0.230
S -2.733 1.201 -0.402
H 2.724 -0.722 -0.733
H 3.157 0.976 -0.034
H -3.309 1.205 0.836
H 0.284 0.079 -0.006
H 1.096 1.648 0.123
H -1.375 -2.511 0.333
```

Properties
total charge	+1
relative energy (zero: lowest compared OMol25 entry of this formula, charge and spin)	55.2	kcal/mol
HOMO energy	-0.499	Ha
max |F|	0.083	hartree/bohr

natural (NBO) population analysis, charges in e, atoms 1 to 6: atom 1 (C): 0.58, atom 2 (C): 0.10, atom 3 (N): -0.59, atom 4 (O): -0.64, atom 5 (O): -0.60, atom 6 (S): 0.38


DFT (wB97M-V/def2-TZVPD) results for C13H14BrF6IN2O6S4Ti as an isolated structure.

The geometry in XYZ format:
```
48
C13H14BrF6IN2O6S4Ti wB97M-V/def2-TZVPD
Ti 0.016 1.094 -0.434
F 3.672 -0.436 0.833
C 3.460 0.762 1.381
F 4.557 1.126 2.043
F 2.455 0.643 2.268
S 3.058 2.085 0.103
O 1.847 1.256 -0.498
O 4.184 1.998 -0.808
N -0.468 2.201 0.923
S -1.958 1.801 1.049
O -2.461 1.449 2.344
O -2.175 0.789 -0.026
C -2.977 3.257 0.544
F -2.615 3.714 -0.643
F -2.832 4.219 1.449
F -4.256 2.885 0.500
C 0.569 5.369 -4.110
O -0.002 4.082 -3.850
C 0.164 3.554 -2.643
S -0.632 2.004 -2.578
S 0.968 4.274 -1.405
H 1.649 5.337 -3.976
H 0.148 6.113 -3.436
H 0.311 5.590 -5.142
Br -1.837 -4.236 -2.142
C -0.159 -4.039 -1.295
C 0.280 -5.074 -0.479
C 1.498 -4.971 0.173
C 2.281 -3.836 0.011
C 1.843 -2.806 -0.803
C 0.621 -2.902 -1.459
I 0.034 -1.265 -2.611
H -0.335 -5.955 -0.365
H 1.834 -5.782 0.805
H 3.233 -3.748 0.517
H 2.443 -1.913 -0.920
C -2.166 -2.138 0.986
N -1.358 -1.505 2.021
C -1.866 -1.580 3.384
C -0.300 -0.796 1.746
O 0.159 -0.634 0.580
H -2.204 -3.212 1.168
H -1.732 -1.943 0.012
H -3.171 -1.719 1.020
H -2.001 -2.624 3.663
H -2.817 -1.053 3.439
H -1.163 -1.109 4.066
H 0.202 -0.332 2.597
```

Properties
total charge	0
relative energy (zero: lowest compared OMol25 entry of this formula, charge and spin)	18.1	kcal/mol
HOMO energy	-0.308	Ha
max |F|	0.006	hartree/bohr

natural (NBO) population analysis, charges in e, atoms 1 to 6: atom 1 (Ti): 1.45, atom 2 (F): -0.32, atom 3 (C): 0.74, atom 4 (F): -0.31, atom 5 (F): -0.33, atom 6 (S): 1.55


DFT (wB97M-V/def2-TZVPD) results for a single C4H6N4O molecule.

The geometry in XYZ format:
```
15
C4H6N4O wB97M-V/def2-TZVPD
C -2.377 0.363 1.481
N -2.209 0.801 0.264
N -1.191 -0.048 -0.473
C -0.138 -0.460 0.127
N 1.015 -0.821 -0.586
C 1.906 0.471 -0.756
C 1.147 -0.133 -1.880
N -0.156 -0.424 1.517
O -1.569 -0.703 1.903
H -3.283 0.603 1.998
H 1.429 1.451 -0.477
H 3.035 0.249 -0.360
H 0.298 0.552 -2.293
H 1.621 -0.923 -2.487
H 0.472 -0.978 2.022
```

Properties
total charge	0
relative energy (zero: lowest compared OMol25 entry of this formula, charge and spin)	133.5	kcal/mol
HOMO energy	-0.332	Ha
max |F|	0.081	hartree/bohr
SMILES string	C1=NN=C(N2CC2)NO1

natural (NBO) population analysis, charges in e, atoms 1 to 6: atom 1 (C): 0.32, atom 2 (N): -0.27, atom 3 (N): -0.40, atom 4 (C): 0.51, atom 5 (N): -0.43, atom 6 (C): -0.27


DFT (wB97M-V/def2-TZVPD) results for a 5-piece molecular cluster, CH13N2O4 overall.

The geometry in XYZ format:
```
20
CH13N2O4 wB97M-V/def2-TZVPD
N 2.998 2.802 -0.310
C 2.448 1.587 -0.079
N 1.113 1.449 0.134
H 2.396 3.710 -0.381
H 3.975 3.017 -0.770
H 3.061 0.666 -0.268
H 0.741 0.419 0.332
H 0.382 2.118 0.418
H -1.573 -3.375 -2.802
H -3.066 -3.632 -2.305
O -2.417 -3.053 -2.610
H -3.892 -0.378 2.983
H -3.582 -1.659 2.047
O -3.343 -0.680 2.269
H -0.108 0.122 2.288
H -1.600 0.429 2.441
O -0.818 0.663 1.850
H 0.390 -1.210 -2.085
H 1.738 -1.907 -1.562
O 1.156 -1.087 -1.589
```

Properties
total charge	+1
relative energy (zero: lowest compared OMol25 entry of this formula, charge and spin)	44.9	kcal/mol
HOMO energy	-0.511	Ha
max |F|	0.081	hartree/bohr

natural (NBO) population analysis, charges in e, atoms 1 to 6: atom 1 (N): -0.76, atom 2 (C): 0.39, atom 3 (N): -0.73, atom 4 (H): 0.44, atom 5 (H): 0.46, atom 6 (H): 0.25


DFT (wB97M-V/def2-TZVPD) results for C7H13BBr12O6S as an isolated structure.

The geometry in XYZ format:
```
40
C7H13BBr12O6S wB97M-V/def2-TZVPD
O -2.827 -1.242 0.883
S -1.953 -0.915 -0.205
O -1.362 0.557 0.215
C -0.745 1.260 -0.879
C -1.426 2.602 -1.112
O -0.484 3.666 -1.276
O -0.640 -1.862 -0.029
C 0.525 -1.353 0.661
B 0.384 -1.296 2.245
O -0.289 -2.253 2.929
O 1.009 -0.263 2.920
H -0.780 0.644 -1.779
H 0.307 1.414 -0.630
H -1.963 2.559 -2.058
H -2.100 2.866 -0.300
H 0.328 3.456 -0.810
H 1.320 -2.077 0.452
H 0.872 -0.402 0.263
H -0.739 -1.850 3.677
H 0.836 0.557 2.448
C -2.182 5.844 -2.999
Br -3.893 5.399 -2.238
Br -1.831 4.808 -4.581
Br -2.024 7.731 -3.335
H -1.431 5.575 -2.271
C 5.024 -3.172 -0.440
Br 3.662 -2.416 0.691
Br 4.215 -4.185 -1.858
Br 6.236 -1.842 -1.112
H 5.600 -3.856 0.166
C -1.942 2.820 3.490
Br -3.249 1.802 2.524
Br -0.992 1.738 4.763
Br -0.728 3.732 2.298
H -2.466 3.581 4.048
C 1.267 -6.729 -1.322
Br 0.476 -8.384 -0.745
Br 1.150 -6.519 -3.233
Br 0.515 -5.223 -0.392
H 2.317 -6.770 -1.070
```

Properties
total charge	0
HOMO energy	-0.375	Ha
max |F|	0.020	hartree/bohr

natural (NBO) population analysis, charges in e, atoms 1 to 6: atom 1 (O): -0.92, atom 2 (S): 1.77, atom 3 (O): -0.73, atom 4 (C): -0.11, atom 5 (C): -0.10, atom 6 (O): -0.73


LUMO level values, unit eV, following the record order: -0.336; -4.041; -0.693; 0.679; -3.423; -0.213.
E values, unit eV, following the record order: -70739.139; -18580.935; -189879.624; -12247.190; -12411.134; -871775.964.